DFT (ωB97M-V/def2-TZVPD) results for a cluster of 5 separate species, C31H50N2O13 in total.

Properties
**E_tot**: -62555.448 eV
**SMILES**: COCCCCCCCCCC[C@@H](C#N)CC#N.C[C@@H]1COC(=O)O1.C[C@@H]1COC(=O)O1.C[C@@H]1COC(=O)O1.C[C@@H]1COC(=O)O1
**Highest occupied orbital energy**: -9.38 eV
**Kohn-Sham gap**: 9.56 eV
**Strongest force on any atom**: 4.1 eV/Å
**LUMO energy**: 0.18 eV
**Multiplicity**: 1

Cartesian coordinates (Å):
O 4.489 1.181 -3.434
O 2.038 4.242 -2.807
O -0.148 4.674 -2.745
O 7.581 -1.093 1.994
O -3.023 4.805 3.465
O 6.418 -0.797 3.873
O -2.347 -6.478 -2.014
O -3.393 2.625 3.178
O -2.550 3.848 1.484
O 8.670 -0.741 3.937
O 3.782 0.554 -1.389
O 0.852 4.257 -4.722
O 5.378 2.121 -1.620
N 0.334 -2.504 -0.759
N 1.615 -1.196 2.416
C -0.484 5.412 -0.444
C 6.212 -1.436 1.682
C -2.261 -7.329 -3.132
C -5.326 -3.787 0.024
C -3.336 5.092 5.868
C 6.205 2.500 -2.730
C -1.285 0.665 1.869
C 7.659 -0.867 3.329
C 1.750 4.747 -1.494
C -2.952 3.772 2.599
C -4.943 -5.397 -1.925
C 0.890 -0.520 1.781
C -3.921 -2.120 1.393
C 5.809 -0.986 0.297
C -3.856 -4.724 -2.756
C -2.440 -5.108 -2.347
C 5.266 2.307 -3.897
C -0.119 0.035 -0.403
C -3.499 2.888 4.589
C 0.098 -1.369 -0.669
C 0.266 4.488 -1.376
C 5.941 2.012 -5.217
C -4.201 -2.736 0.023
C 0.904 4.379 -3.546
C -3.779 4.371 4.616
C -2.496 -1.550 1.496
C -2.515 -0.028 1.322
C 5.487 -0.712 2.781
C 4.481 1.216 -2.083
C 0.038 0.425 1.095
C -4.829 -5.174 -0.418
H 0.584 1.358 1.098
H -2.086 -1.785 2.469
H -4.350 -1.966 -0.726
H -0.076 6.423 -0.479
H -3.352 0.332 1.902
H 4.582 3.153 -4.000
H -2.078 -4.539 -1.502
H -1.533 5.472 -0.729
H -3.985 -5.084 -3.774
H 4.533 -1.162 3.045
H -2.409 4.672 6.259
H 6.833 1.400 -5.077
H 4.917 -1.514 -0.030
H -4.289 2.287 5.031
H -6.134 -3.505 -0.639
H -3.155 6.144 5.658
H -5.670 -3.903 1.044
H -2.743 0.231 0.293
H 0.070 3.444 -1.114
H 5.592 0.079 0.288
H -2.356 -6.798 -4.073
H -3.990 -3.649 -2.790
H 0.663 0.542 -0.957
H 7.062 1.824 -2.766
H 5.337 0.344 2.543
H -4.098 5.014 6.642
H -1.764 -4.894 -3.173
H -2.544 2.632 5.054
H -4.093 -2.869 2.156
H -1.056 0.360 -0.828
H 6.556 3.523 -2.615
H -4.833 4.576 4.410
H 6.237 2.938 -5.708
H 6.609 -1.165 -0.423
H -1.928 -2.040 0.717
H -3.802 -5.332 -0.114
H 1.994 5.811 -1.476
H -3.049 -8.076 -3.103
H -4.668 -1.348 1.558
H -5.419 -5.943 0.068
H -5.897 -5.026 -2.289
H 5.269 1.464 -5.874
H -1.439 1.724 1.967
H -0.422 5.054 0.583
H 2.344 4.226 -0.746
H -4.934 -6.465 -2.102
H -1.137 0.271 2.868
H 6.115 -2.520 1.780
H -1.305 -7.841 -3.129
H -3.288 -3.244 -0.261

DFT (ωB97M-V/def2-TZVPD) results for a structure of composition C31H50N3OP2W.

Properties
**E_tot**: -59854.758 eV
**Highest occupied orbital energy (spin up / spin down)**: -16.91 / -17.19 eV
**Kohn-Sham gap (spin up / spin down)**: 5.61 / 5.87 eV
**Strongest force on any atom**: 9.0 eV/Å
**LUMO energy (spin up / spin down)**: -11.30 / -11.32 eV
**Net charge**: +3
**Multiplicity**: 3

Cartesian coordinates (Å):
W -0.127 -0.071 1.063
P 0.709 2.189 0.318
P -0.149 -2.486 1.174
O 2.241 0.242 3.143
N -1.262 0.318 -0.543
N 1.349 -0.668 -0.474
N -1.445 0.473 2.752
C 1.936 -1.894 -0.513
C 3.516 1.792 0.433
C 0.822 -2.791 3.821
C -1.492 0.988 -2.853
C -2.764 -2.993 0.377
C -2.893 0.893 -2.803
C 2.403 -0.095 -2.556
C -0.223 -3.368 2.844
C -0.821 1.119 -4.085
C 2.719 3.974 -0.502
C -1.320 -3.215 -0.107
C 2.439 2.887 0.571
C 0.679 1.423 -1.422
C 2.479 3.455 2.017
C -1.569 1.222 -5.257
C 0.092 -4.873 2.665
C 1.351 0.155 2.356
C 1.531 -2.878 0.550
C -0.762 0.913 -1.579
C 3.039 -1.343 -2.568
C 2.837 -2.224 -1.515
C -0.853 4.021 -1.309
C -2.972 1.192 -5.197
C -3.630 1.028 -3.973
C 1.564 0.205 -1.495
C -1.161 -2.617 -1.534
C -1.633 -3.190 3.446
C -1.060 -4.720 -0.231
C -0.073 4.910 0.883
C -1.867 3.186 0.794
C -0.542 3.639 0.156
H -2.322 -3.974 3.103
H 1.577 -3.898 0.135
H 2.555 0.670 -3.331
H 0.611 -1.762 4.140
H -1.786 3.077 1.886
H -4.713 1.000 -3.919
H 2.901 4.954 -0.036
H -1.715 -5.105 -1.024
H 3.635 3.714 -1.055
H -0.868 5.668 0.795
H 3.341 -3.189 -1.443
H 3.683 -1.604 -3.400
H -1.308 -5.263 0.685
H -3.551 1.289 -6.117
H -2.250 2.257 0.347
H -0.822 -5.471 2.552
H -2.966 -1.939 0.618
H 0.777 -5.082 1.831
H 3.464 3.250 2.460
H -1.564 -3.272 4.542
H 1.736 2.980 2.675
H -2.080 -2.210 3.220
H -1.316 1.448 3.035
H -1.283 -3.425 -2.284
H 0.039 4.203 -1.924
H 0.828 5.347 0.437
H 1.921 4.083 -1.252
H -1.236 -0.100 3.576
H -1.477 3.265 -1.806
H 3.616 1.450 -0.605
H -2.449 0.355 2.553
H 0.975 2.168 -2.175
H -3.360 0.712 -1.838
H 0.273 1.107 -4.107
H 1.846 -2.836 3.427
H 3.327 0.934 1.087
H -3.000 -3.615 1.251
H 0.098 4.744 1.953
H 0.591 -5.239 3.574
H -2.621 3.967 0.604
H -0.167 -2.188 -1.725
H -3.440 -3.279 -0.443
H -1.053 1.318 -6.214
H 4.480 2.230 0.755
H 2.238 -2.840 1.394
H 2.320 4.542 2.031
H -0.024 -4.945 -0.516
H 0.801 -3.414 4.731
H -1.911 -1.840 -1.734
H -1.435 4.959 -1.293

DFT (ωB97M-V/def2-TZVPD) results for a structure of composition C31H51BaBrN2OP2.

Properties
**E_tot**: -127303.943 eV
**Highest occupied orbital energy**: -11.56 eV
**Kohn-Sham gap**: 4.42 eV
**Strongest force on any atom**: 1.9 eV/Å
**LUMO energy**: -7.14 eV
**Net charge**: +2
**Multiplicity**: 1

Cartesian coordinates (Å):
Ba -2.946 -1.060 0.647
Br -0.229 -0.956 -0.777
P -1.325 -0.982 -4.648
P 3.153 -1.333 0.425
O -2.123 0.814 2.041
N -2.117 -5.213 7.028
N -0.917 2.555 2.804
C -0.145 0.339 -4.153
C -2.083 -4.801 4.673
C -2.968 -2.736 3.647
C 4.032 1.172 -0.464
C -0.083 -1.802 2.908
C 3.332 -2.107 -1.195
C 2.845 0.430 0.142
C -2.828 -4.097 7.204
C -2.735 -0.837 -3.501
C 1.785 -2.116 1.351
C -1.572 2.588 0.446
C -1.162 5.018 2.430
C 4.515 -0.640 2.759
C -1.546 5.134 0.957
C 4.013 -3.474 -1.303
C -2.251 -3.032 2.471
C -2.750 -3.556 4.831
C -0.260 1.564 -5.062
C -0.447 -2.504 -4.135
C -2.300 3.936 0.392
C 0.595 -2.968 -5.159
C -1.785 -5.581 5.789
C -0.052 -3.706 1.429
C -1.557 1.941 1.812
C 1.213 -3.357 0.975
C -3.931 -1.620 -4.052
C -3.193 -3.250 6.147
C -0.218 3.864 2.734
C 1.153 -1.406 2.401
C 4.660 -1.357 1.420
C -0.803 -2.858 2.286
H -0.638 5.300 0.362
H 0.569 2.234 -4.822
H -0.691 5.958 2.743
H -0.525 -4.635 1.094
H 2.524 0.884 1.090
H 0.236 4.034 3.716
H -0.329 0.559 -3.090
H 1.612 -0.465 2.735
H 5.047 -3.478 -0.933
H -0.882 2.047 3.681
H -3.147 -3.878 8.228
H 3.448 -4.248 -0.772
H 1.015 -3.924 -4.825
H 0.136 -3.116 -6.146
H -2.974 0.237 -3.440
H 5.461 -0.910 0.819
H 4.295 0.745 -1.438
H 1.971 0.438 -0.530
H -3.282 3.864 0.876
H -2.057 1.881 -0.250
H -0.521 2.681 0.119
H -3.824 -2.021 3.691
H 0.853 -0.116 -4.256
H -3.756 -2.704 -4.050
H 4.044 -3.733 -2.372
H -0.004 -2.279 -3.153
H -1.809 -5.179 3.687
H 4.934 1.161 0.159
H 3.743 2.220 -0.601
H 4.476 0.454 2.665
H 5.378 -0.899 3.379
H -2.157 6.039 0.844
H 2.301 -2.155 -1.593
H 4.902 -2.415 1.574
H -4.821 -1.401 -3.450
H 3.617 -0.962 3.292
H -2.739 -3.654 1.693
H -2.055 4.896 3.054
H -2.503 4.128 -0.667
H -0.183 1.281 -6.117
H -3.798 -2.371 6.368
H 1.691 -3.989 0.218
H -2.371 -1.179 -2.514
H -1.270 -6.539 5.657
H 1.421 -2.253 -5.273
H -1.198 2.112 -4.922
H -1.224 -3.274 -4.011
H -4.128 -1.315 -5.090
H 3.874 -1.380 -1.824
H 0.594 3.817 1.989
H -0.546 -1.265 3.747

DFT (ωB97M-V/def2-TZVPD) results for a cluster of 2 separate species, C31H51Br2N5O4S2 in total.

Properties
**E_tot**: -210356.230 eV
**Highest occupied orbital energy**: -4.92 eV
**Kohn-Sham gap**: 2.81 eV
**Strongest force on any atom**: 5.3 eV/Å
**LUMO energy**: -2.11 eV
**Multiplicity**: 1

Cartesian coordinates (Å):
Br -0.688 -5.252 -2.460
Br -4.493 -2.483 -2.889
S 4.330 3.725 2.395
S -3.825 2.554 -1.218
O 3.098 -2.218 -4.561
O 5.158 3.362 -0.146
O -5.189 1.882 3.257
O 0.475 1.859 5.563
N 4.083 1.648 -0.931
N -1.413 -0.041 -0.260
N -1.858 1.179 0.334
N 3.618 1.801 0.319
N -1.353 -3.163 -0.169
C 1.931 4.396 -1.124
C -0.016 3.072 5.273
C -3.724 -1.424 1.818
C -0.736 -1.474 -2.143
C 1.375 0.484 3.168
C -0.459 -0.986 2.022
C -2.735 -3.151 -2.272
C -2.635 1.849 -0.390
C -0.228 -0.380 0.604
C 2.643 0.329 4.109
C -0.610 -1.577 -3.698
C -3.840 -0.095 2.689
C 0.659 -2.462 -4.102
C -3.774 -1.218 0.279
C 3.550 2.642 3.663
C 0.992 -0.955 2.684
C 0.550 0.878 -1.824
C 0.449 2.400 -1.442
C 2.087 5.351 -0.373
C 1.658 3.211 -2.078
C 3.877 1.103 3.533
C -5.181 0.683 2.441
C -1.808 -2.341 -1.307
C 4.070 -1.582 -3.713
C 5.003 2.580 -1.280
C -2.481 -1.063 -0.586
C 4.324 2.882 0.807
C 1.849 -1.497 -4.505
C -3.352 -5.132 -3.796
C -2.388 -4.372 -2.812
C -0.764 0.046 -1.630
H -4.675 -1.973 2.091
H -2.926 -2.108 2.207
H 2.000 -0.672 -3.763
H 0.775 0.847 -2.929
H -0.392 -3.488 -0.317
H -3.007 0.624 2.508
H 1.642 -0.997 -5.494
H 1.952 6.217 0.296
H 0.587 3.712 4.574
H 4.434 -0.610 -4.136
H 0.248 -1.867 -1.771
H 3.675 -1.406 -2.677
H -3.843 -0.390 3.772
H -6.100 0.112 2.712
H -0.767 -2.055 2.047
H -4.374 -5.222 -3.354
H -0.489 2.865 -1.854
H 3.963 2.977 4.653
H 4.769 0.900 4.186
H 0.559 1.031 3.731
H -3.390 -4.606 -4.786
H -1.023 3.107 4.780
H -4.349 -2.083 -0.155
H 1.736 1.099 2.295
H 0.990 -1.621 3.587
H 0.983 -3.149 -3.290
H 2.430 0.592 5.172
H -5.300 1.050 1.383
H -0.343 -0.543 -4.068
H -2.949 -0.620 -1.525
H 2.447 2.828 3.728
H 4.164 0.782 2.503
H 5.491 2.650 -2.263
H 0.410 -3.022 -5.039
H 0.501 2.479 -0.332
H 2.937 -0.763 4.124
H 0.263 0.605 0.840
H 4.953 -2.256 -3.615
H -4.424 -0.324 0.063
H 1.703 -1.358 1.912
H -2.965 -6.162 -3.982
H 2.555 2.572 -2.234
H 0.572 -0.997 0.138
H -0.171 3.773 6.126
H -1.101 -0.382 2.702
H -1.943 -4.001 -0.161
H 1.461 0.420 -1.345
H -1.527 -1.860 -4.261
H 1.293 3.663 -3.033
H -1.404 0.500 -2.444
H -4.260 2.084 3.448

DFT (ωB97M-V/def2-TZVPD) results for a cluster of 6 separate species, C31H51FN6O2P in total.

Properties
**E_tot**: -58009.042 eV
**Highest occupied orbital energy**: -10.15 eV
**Kohn-Sham gap**: 6.99 eV
**Strongest force on any atom**: 2.4 eV/Å
**LUMO energy**: -3.16 eV
**Net charge**: +1
**Multiplicity**: 1

Cartesian coordinates (Å):
P -1.613 0.605 -3.061
F -3.871 -0.548 -1.147
O -4.281 1.437 0.024
O -3.353 2.708 -1.568
N 4.012 1.730 1.294
N 0.670 -1.459 1.166
N 3.105 -0.639 7.802
N -0.966 -5.093 -2.312
N 0.692 0.651 0.348
N 1.544 4.007 -5.487
C -1.410 -1.155 -3.605
C -4.595 0.056 -0.152
C -1.344 1.662 0.935
C -0.699 1.780 -4.163
C -3.087 -5.668 -3.736
C 4.696 1.841 2.208
C 0.266 1.341 7.829
C 5.561 1.979 3.386
C -3.216 1.901 -0.704
C -0.158 5.831 -4.686
C 0.370 -4.057 1.279
C 0.698 1.861 6.460
C 2.376 0.131 8.238
C 5.429 0.738 4.276
C -1.762 -5.639 -5.912
C 1.709 -4.766 1.038
C -0.977 0.836 -1.340
C 0.284 0.468 -0.917
C -0.064 1.224 1.277
C 0.405 1.428 2.700
C 0.795 4.805 -5.132
C -1.323 5.951 -5.675
C -4.497 -0.711 1.156
C -1.805 1.449 -0.365
C 4.008 0.526 4.780
C -2.690 -6.436 -5.002
C -0.873 6.352 -7.076
C 1.444 1.123 8.786
C 0.541 -2.601 1.216
C 2.306 -4.454 -0.330
C -1.898 -5.337 -2.938
H 3.660 1.391 5.348
H -3.594 -6.698 -5.553
H 6.101 0.841 5.129
H -1.733 6.454 -7.737
H 3.314 0.355 3.952
H -0.174 2.030 5.826
H 1.555 -5.842 1.126
H -2.225 -4.699 -6.218
H -2.030 6.693 -5.300
H -4.795 -0.076 1.994
H -3.604 -4.743 -3.996
H -0.362 -4.357 0.525
H 1.236 2.807 6.553
H -0.677 -1.169 -4.422
H -0.426 2.054 8.279
H 1.085 0.768 9.753
H 2.421 -4.480 1.815
H -0.816 -5.411 -5.418
H -5.188 -1.561 1.143
H 5.273 2.879 3.931
H -0.530 5.556 -3.697
H 1.474 1.665 2.684
H -0.352 2.639 -3.581
H -1.963 2.159 1.673
H 0.368 6.783 -4.597
H -1.529 -6.210 -6.810
H -0.213 5.602 -7.514
H 0.159 1.276 -4.620
H -2.201 -7.372 -4.725
H -0.344 7.307 -7.059
H -0.279 0.404 7.699
H 5.748 -0.148 3.723
H -3.760 -6.270 -3.124
H 3.237 -5.001 -0.471
H -5.644 0.026 -0.472
H -2.372 -1.453 -4.033
H 1.344 1.149 5.943
H 0.148 0.585 3.346
H 1.620 -4.740 -1.131
H -0.028 -4.317 2.260
H 1.633 0.332 0.544
H 0.982 0.020 -1.618
H 2.534 -3.391 -0.435
H -1.407 2.128 -4.915
H 3.958 -0.345 5.430
H -1.858 5.000 -5.730
H 1.981 2.059 8.949
H 6.592 2.101 3.054
H -0.107 2.320 3.073
H -1.151 -1.843 -2.795
H -3.491 -1.115 1.326

> What is the formula in the first record?

C31H50N2O13

> multiplicity of number 4 (C31H51Br2N5O4S2)?

1

> The highest strongest force on any atom belongs to which entry?

C31H50N3OP2W